Record 1
{
  "formula": "C24H29Cl2F16NO4P",
  "method": "wB97M-V/def2-TZVPD",
  "charge": -1,
  "gap_ev": 6.40,
  "homo_energy_ev": -4.5,
  "energy_ev": -112844.515,
  "multiplicity": 1,
  "symbols": ["C", "C", "C", "P", "N", "C", "O", "C", "Cl", "C", "C", "Cl", "O", "C", "C", "C", "C", "C", "C", "C", "H", "H", "H", "H", "H", "H", "H", "H", "H", "H", "H", "H", "H", "H", "H", "H", "H", "H", "H", "H", "H", "C", "C", "C", "F", "F", "F", "F", "O", "C", "C", "F", "F", "F", "F", "H", "H", "H", "H", "C", "C", "C", "F", "F", "F", "F", "O", "C", "C", "F", "F", "F", "F", "H", "H", "H", "H"],
  "positions_angstrom": [[0.337, -1.455, 3.177], [0.456, -1.414, 1.574], [1.641, -0.366, 1.169], [2.709, -0.957, -0.304], [1.241, -1.125, -1.412], [1.450, -2.193, -2.088], [1.839, -3.042, -2.938], [3.005, 0.792, -1.013], [1.402, 1.386, -1.791], [3.518, 1.962, -0.075], [4.341, 1.610, 1.243], [2.213, 3.197, 0.458], [-0.739, -0.948, 0.879], [-1.588, -0.135, 1.712], [-2.645, 0.572, 0.702], [-2.881, 0.055, -0.752], [-3.883, 0.810, -1.698], [-4.646, 2.083, -1.208], [-4.394, 2.563, 0.252], [-3.406, 1.832, 1.220], [-0.620, -1.944, 3.567], [0.510, -0.409, 3.607], [1.219, -2.104, 3.549], [0.658, -2.478, 1.222], [2.324, -0.328, 2.103], [1.087, 0.626, 0.985], [3.500, -1.519, -1.402], [2.507, -2.309, 0.157], [3.948, -0.967, 0.484], [3.726, 0.696, -1.914], [4.230, 2.616, -0.715], [4.982, 2.541, 1.498], [3.655, 1.404, 2.134], [5.103, 0.757, 1.093], [-1.056, 0.728, 2.242], [-2.221, -0.787, 2.408], [-2.355, -0.857, -1.180], [-4.068, 0.463, -2.774], [-5.363, 2.676, -1.884], [-4.935, 3.487, 0.637], [-3.212, 2.194, 2.281], [-7.453, 1.585, 4.293], [-6.110, 2.063, 3.703], [-5.176, 2.769, 4.687], [-5.710, 3.902, 5.181], [-4.023, 3.133, 4.069], [-6.345, 2.831, 2.621], [-5.469, 0.957, 3.234], [-8.592, 2.426, 4.068], [-8.809, 3.479, 4.984], [-8.740, 4.857, 4.319], [-7.530, 5.077, 3.761], [-8.935, 5.842, 5.229], [-7.965, 3.357, 6.027], [-10.051, 3.284, 5.486], [-7.701, 0.660, 3.764], [-7.367, 1.287, 5.341], [-4.911, 2.113, 5.522], [-9.495, 4.951, 3.535], [6.305, -4.338, -4.151], [5.825, -2.876, -4.036], [4.740, -2.454, -5.026], [5.153, -2.533, -6.309], [4.392, -1.159, -4.818], [6.900, -2.050, -4.107], [5.320, -2.726, -2.783], [7.524, -4.564, -4.876], [7.426, -4.710, -6.276], [8.189, -3.618, -7.034], [7.712, -2.389, -6.744], [8.060, -3.782, -8.374], [6.133, -4.792, -6.637], [7.970, -5.919, -6.562], [6.543, -4.657, -3.132], [5.510, -5.015, -4.472], [3.838, -3.063, -4.909], [9.252, -3.637, -6.781]],
  "forces_ev_per_angstrom": [[0.8, -0.4, -0.1], [1.0, 0.9, 0.3], [-1.4, -0.5, 1.5], [1.7, -1.1, 1.1], [-0.4, -6.8, -3.3], [1.0, 2.1, -1.7], [-2.1, 3.2, 4.0], [-0.3, 1.4, -1.0], [1.3, 0.6, -0.1], [1.6, 0.9, -0.2], [0.7, 0.5, 0.2], [0.9, -0.7, 0.0], [-0.5, 0.2, 2.0], [-1.6, 0.6, -2.0], [-1.8, 1.6, -1.6], [-2.2, 3.1, 0.8], [0.4, 1.5, 3.4], [2.6, -1.9, 2.6], [1.7, -2.6, -0.9], [-0.5, -1.6, -4.3], [1.2, 0.8, -0.6], [-0.5, -1.5, -0.5], [-1.3, 1.0, -0.6], [-0.2, 1.5, 0.2], [-0.9, 0.2, -1.6], [1.0, -1.3, 0.4], [0.1, 0.4, 0.1], [0.0, -0.3, 0.3], [-0.2, 0.6, -0.1], [-1.1, 0.2, 1.6], [-1.3, -1.0, 1.0], [-1.2, -1.4, -0.3], [1.0, 0.1, -1.4], [-1.5, 1.2, 0.1], [-0.5, -1.4, -0.5], [1.0, 1.0, -0.6], [-0.6, 1.5, 0.9], [0.5, 0.4, 1.9], [1.3, -1.2, 1.2], [0.8, -1.4, -0.6], [-0.3, -0.5, -1.8], [-0.5, -0.7, -0.1], [-0.6, 0.0, -0.5], [0.8, 0.1, 0.2], [-0.1, 0.0, -0.1], [-0.2, -0.2, -0.1], [0.0, 0.3, 0.2], [0.1, 0.0, 0.6], [0.6, 1.2, 0.7], [0.1, -1.9, -0.1], [0.1, 0.6, -0.5], [-0.2, -0.3, 0.1], [-0.1, -0.3, 0.2], [-0.3, 0.5, 0.0], [0.0, 0.5, -0.2], [0.1, 0.3, -0.1], [0.1, 0.3, -0.1], [-0.1, -0.1, -0.1], [-0.1, -0.2, 0.1], [0.2, -0.6, 0.6], [0.6, 0.0, 0.3], [-1.0, 0.6, 0.1], [0.2, 0.0, -0.1], [0.2, -0.2, 0.2], [-0.1, 0.0, -0.3], [-0.2, -0.2, -0.4], [-0.4, 0.6, -1.4], [-0.7, -0.8, 1.8], [0.3, 0.6, -0.2], [0.0, -0.3, 0.1], [-0.1, -0.4, 0.1], [0.4, 0.1, -0.5], [0.3, 0.3, -0.3], [0.1, 0.3, -0.1], [0.0, 0.3, -0.2], [0.1, -0.1, 0.2], [0.0, -0.2, 0.1]],
  "lowdin_charge": [-0.104, -0.380, -0.276, 0.415, -0.162, -0.376, -0.027, -0.700, 0.474, -0.710, -0.192, 0.445, -0.203, -0.198, -0.100, 0.000, -0.075, -0.095, -0.086, -0.033, 0.072, 0.078, 0.089, 0.123, 0.074, 0.065, -0.029, -0.027, -0.030, 0.084, 0.097, 0.072, 0.058, 0.071, 0.132, 0.124, 0.095, 0.077, 0.077, 0.071, 0.075, -0.041, -0.445, -0.294, 0.092, 0.081, 0.123, 0.107, 0.033, -0.506, -0.277, 0.098, 0.094, 0.134, 0.138, 0.150, 0.143, 0.175, 0.175, -0.038, -0.437, -0.298, 0.080, 0.095, 0.119, 0.103, 0.027, -0.509, -0.280, 0.099, 0.090, 0.137, 0.133, 0.148, 0.145, 0.166, 0.173]
}



Record 2
{
  "formula": "C24H29ClIN6OPd",
  "method": "wB97M-V/def2-TZVPD",
  "charge": -1,
  "gap_ev": 5.29,
  "homo_energy_ev": -2.9,
  "energy_ev": -60449.202,
  "multiplicity": 1,
  "symbols": ["Pd", "Cl", "C", "C", "C", "I", "C", "O", "C", "N", "C", "C", "C", "C", "H", "H", "H", "H", "C", "N", "C", "N", "C", "N", "C", "N", "C", "C", "H", "H", "H", "H", "H", "H", "H", "H", "H", "H", "H", "H", "C", "N", "C", "C", "C", "C", "C", "C", "C", "C", "H", "H", "H", "H", "H", "H", "H", "H", "H", "H", "H", "H", "H"],
  "positions_angstrom": [[1.190, 1.226, -1.178], [4.001, -2.796, 3.263], [2.706, -1.674, 2.898], [1.424, -2.000, 3.219], [0.369, -1.120, 2.939], [-1.555, -1.702, 3.466], [0.539, 0.128, 2.333], [-0.415, 0.944, 2.147], [1.919, 0.419, 1.926], [2.115, 1.549, 1.212], [3.333, 1.870, 0.829], [4.464, 1.104, 1.149], [4.286, -0.059, 1.847], [2.991, -0.452, 2.236], [1.217, -2.948, 3.699], [3.420, 2.766, 0.222], [5.445, 1.429, 0.832], [5.125, -0.696, 2.094], [2.065, -3.221, -0.130], [2.155, -4.084, -1.316], [0.911, -3.927, -2.075], [0.659, -2.543, -2.466], [0.612, -1.718, -1.247], [1.849, -1.819, -0.477], [2.961, -1.376, -1.321], [3.074, -2.187, -2.543], [3.253, -3.582, -2.148], [1.798, -2.074, -3.264], [2.993, -3.305, 0.441], [1.240, -3.563, 0.500], [0.079, -4.276, -1.458], [0.965, -4.548, -2.976], [-0.223, -2.040, -0.618], [0.430, -0.677, -1.578], [3.888, -1.451, -0.749], [2.797, -0.326, -1.617], [4.188, -3.673, -1.588], [3.322, -4.201, -3.048], [1.855, -2.671, -4.179], [1.635, -1.023, -3.517], [-1.854, 1.949, -0.417], [-1.147, 2.823, 0.547], [-2.115, 3.547, 1.386], [-0.093, 3.770, -0.053], [-0.080, 3.860, -1.549], [-0.714, 4.937, -2.165], [-0.694, 5.068, -3.545], [-0.024, 4.102, -4.286], [0.597, 3.029, -3.659], [0.601, 2.840, -2.263], [-2.434, 1.243, 0.174], [-1.095, 1.444, -1.026], [-2.489, 2.563, -1.056], [-0.604, 2.149, 1.189], [-2.668, 4.256, 0.768], [-1.575, 4.077, 2.169], [-2.795, 2.828, 1.840], [0.852, 3.354, 0.293], [-0.272, 4.736, 0.426], [-1.211, 5.691, -1.558], [-1.179, 5.905, -4.033], [0.015, 4.186, -5.368], [1.101, 2.301, -4.287]],
  "forces_ev_per_angstrom": [[0.6, -0.1, 0.0], [0.0, 0.0, 0.0], [0.0, 0.1, -0.1], [0.0, -0.1, 0.0], [0.2, -0.2, 0.1], [-0.2, 0.0, 0.0], [0.0, 0.0, 0.0], [0.0, 0.1, 0.0], [0.0, 0.0, 0.0], [-0.1, 0.0, 0.1], [-0.1, 0.0, -0.1], [-0.1, 0.0, 0.0], [0.0, 0.0, 0.0], [0.0, -0.1, 0.1], [0.0, 0.0, 0.0], [0.0, 0.0, 0.0], [0.0, 0.0, 0.0], [0.0, 0.0, 0.0], [0.0, 0.0, 0.1], [0.0, 0.0, 0.0], [0.0, 0.0, 0.0], [0.0, 0.0, 0.0], [-0.2, -0.1, -0.1], [0.1, 0.0, 0.0], [0.0, 0.0, -0.1], [0.0, 0.0, 0.0], [0.0, 0.0, 0.0], [0.0, 0.0, 0.0], [0.0, 0.0, 0.0], [0.0, 0.0, 0.0], [0.0, 0.0, 0.0], [0.0, 0.0, 0.0], [0.0, 0.0, 0.0], [0.1, 0.0, 0.2], [0.0, 0.0, 0.0], [0.0, 0.0, 0.1], [0.0, 0.0, 0.0], [0.0, 0.0, 0.0], [0.0, 0.0, 0.0], [0.0, 0.0, 0.0], [0.0, 0.2, 0.0], [0.4, 0.1, 0.0], [0.1, -0.1, 0.0], [-0.2, -0.1, 0.2], [0.0, 0.0, 0.0], [0.0, 0.0, 0.0], [0.0, 0.0, 0.0], [0.0, 0.0, 0.0], [0.1, 0.0, 0.0], [-0.3, 0.3, -0.2], [0.0, -0.1, -0.1], [-0.1, 0.0, 0.1], [0.0, 0.0, 0.0], [-0.2, -0.1, -0.1], [0.0, 0.0, 0.0], [0.0, 0.0, 0.0], [0.0, 0.0, 0.0], [0.0, 0.1, 0.0], [0.0, 0.1, -0.1], [0.0, 0.0, 0.0], [0.0, 0.0, 0.0], [0.0, 0.0, 0.0], [0.0, 0.0, 0.0]],
  "lowdin_charge": [0.324, 0.636, -0.639, -0.216, -0.671, 0.829, -0.454, -0.132, -0.152, 0.072, -0.168, -0.067, -0.055, -0.200, 0.083, 0.095, 0.097, 0.081, -0.182, -0.090, -0.193, -0.086, -0.190, -0.084, -0.189, -0.085, -0.192, -0.177, 0.106, 0.125, 0.120, 0.117, 0.128, 0.059, 0.119, 0.079, 0.120, 0.116, 0.117, 0.115, -0.036, -0.201, -0.037, -0.111, -0.305, -0.092, -0.137, -0.136, -0.155, -0.228, 0.095, 0.040, 0.099, 0.084, 0.096, 0.097, 0.096, 0.081, 0.110, 0.093, 0.081, 0.084, 0.065]
}



Record 3
{
  "formula": "C24H29ClN2O6",
  "method": "wB97M-V/def2-TZVPD",
  "charge": 0,
  "gap_ev": 7.38,
  "homo_energy_ev": -7.4,
  "e_above_lowest_ev": 0.000,
  "energy_ev": -53139.270,
  "multiplicity": 1,
  "symbols": ["C", "C", "N", "C", "C", "N", "C", "C", "H", "H", "H", "H", "H", "H", "H", "H", "H", "H", "H", "Cl", "C", "C", "C", "C", "C", "C", "O", "O", "H", "H", "H", "H", "H", "H", "C", "C", "C", "C", "C", "C", "O", "O", "H", "H", "H", "H", "H", "H", "C", "C", "C", "C", "C", "C", "O", "O", "H", "H", "H", "H", "H", "H"],
  "positions_angstrom": [[3.563, -2.358, 3.448], [2.092, -1.747, 3.406], [2.124, -0.256, 3.397], [2.570, 0.621, 4.459], [2.028, 1.885, 4.142], [1.187, 1.688, 3.075], [1.341, 0.454, 2.643], [0.405, 2.755, 2.394], [4.098, -2.077, 2.686], [3.526, -3.384, 3.200], [4.301, -2.146, 4.336], [1.475, -2.049, 4.309], [1.668, -2.152, 2.572], [3.109, 0.420, 5.453], [2.011, 2.897, 4.631], [0.937, 0.087, 1.768], [-0.353, 2.282, 1.485], [0.911, 3.484, 2.061], [-0.472, 3.185, 3.076], [-0.880, 0.300, -0.444], [-5.048, -2.299, -4.964], [-3.693, -2.588, -4.280], [-3.240, -1.839, -3.191], [-4.174, -1.013, -2.619], [-5.425, -0.883, -3.072], [-5.858, -1.386, -4.292], [-7.137, -1.120, -4.664], [-1.973, -2.135, -2.677], [-5.224, -2.900, -5.837], [-2.905, -3.066, -4.794], [-3.952, -0.585, -1.743], [-6.093, -0.382, -2.489], [-7.266, -1.724, -5.399], [-1.431, -1.475, -2.082], [3.740, -2.837, -0.648], [4.136, -4.205, -0.360], [3.070, -5.071, 0.016], [1.769, -4.651, -0.063], [1.396, -3.291, -0.259], [2.447, -2.368, -0.558], [2.177, -1.057, -0.723], [3.313, -6.338, 0.448], [4.554, -2.121, -1.054], [5.016, -4.552, -0.588], [0.960, -5.395, 0.015], [0.396, -3.146, -0.123], [1.271, -0.681, -0.806], [4.156, -6.661, 0.199], [-1.880, 5.241, 0.555], [-0.977, 6.485, 0.355], [0.077, 6.259, -0.619], [0.222, 5.020, -1.359], [-0.634, 3.917, -0.975], [-1.668, 3.987, -0.147], [-2.368, 2.863, 0.106], [0.889, 7.247, -0.868], [-2.641, 5.465, 1.231], [-1.155, 7.402, 0.882], [1.113, 4.682, -1.846], [-0.111, 3.130, -1.543], [-1.914, 2.162, -0.311], [0.447, 7.995, -0.931]],
  "forces_ev_per_angstrom": [[-2.0, 0.2, 4.9], [3.1, 0.2, 4.0], [0.8, 0.3, 2.9], [-0.4, 1.6, 0.2], [-0.1, -1.3, 1.4], [0.3, 1.4, -1.0], [-0.4, 0.6, -0.2], [-8.6, -6.1, 1.4], [2.6, 2.5, -4.6], [-0.4, -1.5, 0.6], [-2.1, -0.5, -1.1], [0.8, 0.3, -1.1], [-1.4, -0.4, -2.5], [-0.7, -0.3, -2.3], [0.4, -1.6, -0.4], [-1.2, -0.6, -1.8], [2.7, 0.9, 2.4], [4.2, 5.2, -2.5], [2.2, -1.0, -0.9], [0.5, -0.4, 0.0], [4.0, -0.2, 3.2], [-2.3, 2.5, -1.3], [0.5, -1.4, -0.7], [0.6, -1.1, -0.8], [0.1, -0.3, -2.0], [0.7, -1.8, -0.1], [-0.2, -0.1, -0.5], [0.7, 1.1, 0.6], [-0.5, 0.2, -0.3], [0.3, -1.2, -0.7], [0.9, 1.7, 3.3], [-1.9, 1.6, 1.3], [-0.6, 0.1, -0.2], [-2.4, -0.9, -1.5], [3.0, -0.6, -0.8], [-7.6, 3.4, 0.8], [2.2, 0.8, -0.7], [-1.6, 1.0, 0.1], [4.5, -2.2, -0.2], [-2.9, -0.8, 0.8], [1.0, 1.4, -0.2], [-1.6, -0.3, 0.4], [-1.5, -1.2, 0.9], [5.0, -1.6, -0.8], [0.5, 0.4, 0.3], [-2.5, 1.3, -0.2], [0.0, -1.0, 0.2], [1.3, -0.2, -0.4], [3.4, 2.3, -2.0], [-0.8, -6.4, -2.3], [-3.0, -2.4, 0.6], [-2.2, 0.5, 4.1], [5.5, 2.1, -4.1], [-1.5, 2.0, 2.6], [-1.8, 2.1, 1.6], [5.5, -3.0, -0.6], [-1.4, -0.5, 1.0], [0.0, 0.2, 0.1], [0.4, 0.8, -0.6], [-1.8, -1.0, 0.9], [0.9, -2.1, -1.0], [-3.0, 5.6, -0.3]],
  "lowdin_charge": [-0.037, -0.085, -0.019, 0.025, -0.016, -0.076, -0.062, 0.029, -0.006, 0.060, 0.119, 0.149, 0.074, 0.152, 0.153, 0.093, 0.132, -0.001, 0.146, -0.078, 0.029, 0.024, -0.318, -0.036, -0.023, -0.352, 0.048, -0.046, 0.087, 0.082, 0.076, 0.095, 0.096, 0.045, -0.016, 0.020, -0.345, -0.022, 0.018, -0.359, -0.014, 0.051, 0.142, 0.044, 0.127, 0.075, -0.010, 0.083, 0.048, 0.043, -0.361, 0.023, -0.072, -0.389, -0.008, 0.091, 0.063, 0.084, 0.096, 0.109, -0.113, 0.031]
}